# 1
{"formula": "C32H37I2N3O3PS2TeTi", "method": "ωB97M-V/def2-TZVPD", "symbols": ["I", "I", "Te", "Ti", "S", "S", "P", "O", "O", "O", "N", "N", "N", "C", "C", "C", "C", "C", "C", "C", "C", "C", "C", "C", "C", "C", "C", "C", "C", "C", "C", "C", "C", "C", "C", "C", "C", "C", "C", "C", "C", "C", "C", "C", "C", "H", "H", "H", "H", "H", "H", "H", "H", "H", "H", "H", "H", "H", "H", "H", "H", "H", "H", "H", "H", "H", "H", "H", "H", "H", "H", "H", "H", "H", "H", "H", "H", "H", "H", "H", "H", "H"], "coordinates": [[-3.7287, -1.0037, 0.0576], [-1.5226, 0.7321, -2.0425], [-3.9956, 2.9701, 3.5419], [-1.3382, 0.5455, 0.7500], [-0.3426, -1.6862, 0.6951], [0.9768, 1.1222, 0.5335], [-2.7033, 3.0635, 1.6426], [-2.3885, 4.5586, 1.2083], [-3.3456, 2.3461, 0.3423], [-1.3391, 2.3045, 1.5382], [1.6469, -2.5261, -0.8878], [2.5447, 0.0627, -1.3751], [2.2303, -0.5649, 3.4844], [-1.3443, -0.2476, 4.9203], [5.0565, 1.3305, -0.2225], [-2.0337, -0.2697, 2.5812], [-1.2706, 6.3237, 0.0581], [1.0365, -3.8448, -0.9966], [6.4225, 1.3947, -0.0081], [-4.6789, 2.5723, -0.1470], [1.5798, -0.1648, -0.4494], [-5.1612, -2.9355, 3.6784], [-1.1962, 0.1662, 3.5805], [0.5027, -5.3327, -4.4577], [-3.0821, -1.1660, 2.9410], [5.4047, 1.6819, -2.5692], [0.5182, -4.0849, -2.3955], [-4.0118, -1.6743, 2.0054], [-0.4327, -4.4576, -4.9849], [7.2866, 1.6038, -1.0771], [6.7766, 1.7485, -2.3566], [0.9792, -5.1430, -3.1655], [-0.4244, -3.2078, -2.9302], [-2.3488, -1.0995, 5.2686], [4.5363, 1.4747, -1.5068], [-0.8951, -3.3932, -4.2185], [2.8514, -0.9943, -2.3220], [-1.4298, 4.8272, 0.1573], [3.0455, 1.3861, -1.7186], [-5.0201, -2.5295, 2.3360], [2.8965, -2.3180, -1.5958], [-4.7089, 3.7670, -1.0734], [-3.2459, -1.5836, 4.2875], [1.0489, -1.4704, -0.2877], [-4.2961, -2.4703, 4.6259], [2.5035, 0.4100, 3.5114], [-0.6003, 6.5699, -0.7664], [-5.7094, -2.8917, 1.5848], [-0.6635, 0.1321, 5.6718], [1.7779, -4.5996, -0.7230], [3.0238, -3.1283, -2.3132], [-4.0116, 3.6209, -1.8989], [2.7915, 1.5989, -2.7621], [6.8171, 1.2869, 0.9940], [-4.4507, 4.6822, -0.5402], [1.7134, -5.8267, -2.7536], [-2.2332, 6.8004, -0.1246], [3.7371, -2.3365, -0.8936], [-1.8060, 4.3970, -0.7744], [0.8673, -6.1615, -5.0506], [2.9791, -1.0785, 3.0353], [-5.9608, -3.6129, 3.9470], [5.0071, 1.7969, -3.5713], [-0.3849, 0.8495, 3.3567], [3.8167, -0.7784, -2.7798], [8.3543, 1.6557, -0.9085], [7.4439, 1.9119, -3.1928], [-0.8023, -4.6008, -5.9920], [2.0836, -1.0251, -3.1053], [0.2252, -3.9027, -0.2745], [4.3789, 1.1688, 0.6089], [-5.7122, 3.8856, -1.4855], [-4.4021, -2.7739, 5.6604], [-1.6252, -2.7051, -4.6248], [-0.4923, 4.3301, 0.4074], [2.5247, 2.1158, -1.1034], [-4.9521, 1.6590, -0.6723], [-0.8527, 6.7287, 0.9790], [-2.4820, -1.4153, 6.2963], [-0.7832, -2.3730, -2.3370], [-5.3454, 2.6948, 0.7108], [2.1694, -0.8988, 4.4388]], "homo_energy_ha": [-0.250, -0.266], "relative_energy_kj_mol": 0.0, "spin_multiplicity": 2}



# 2
{"formula": "C4H9NO2", "method": "ωB97M-V/def2-TZVPD", "symbols": ["O", "O", "N", "C", "C", "C", "C", "H", "H", "H", "H", "H", "H", "H", "H", "H"], "coordinates": [[0.1928, 1.4010, 1.2875], [1.4775, -0.6757, 1.2787], [0.5243, 0.4700, -0.5957], [0.9132, 0.1180, 0.5893], [-0.5485, -1.3003, -1.8514], [0.6816, -0.4051, -1.7426], [-0.5823, 1.1317, 2.4518], [-0.5675, -2.0090, -1.0164], [-1.5729, 0.7315, 2.2081], [-1.4461, -0.6763, -1.7842], [-0.6796, 2.0642, 3.0109], [-0.0250, 0.3993, 3.0444], [-0.5822, -1.8607, -2.7905], [0.7911, 0.2182, -2.6368], [1.5985, -1.0028, -1.6516], [-0.1750, 1.3960, 0.1985]], "homo_energy_ha": -0.349, "relative_energy_kj_mol": 281.0}



# 3
{"formula": "C3H10N4S", "method": "ωB97M-V/def2-TZVPD", "symbols": ["S", "N", "N", "N", "N", "C", "C", "C", "H", "H", "H", "H", "H", "H", "H", "H", "H", "H"], "coordinates": [[-0.0093, 2.1027, -1.0898], [0.0517, 0.0785, 1.0266], [-0.6489, 0.6160, -1.1854], [-1.0607, -1.5319, -0.4344], [-1.7513, -2.1221, 0.6202], [1.2800, -0.7152, 1.3202], [-0.6056, -0.2233, -0.1931], [2.5411, -0.0893, 0.6275], [0.2305, 2.1504, 0.2897], [1.1156, -1.7964, 1.1529], [-1.7941, -3.2154, 0.5369], [3.3795, -0.7694, 0.7712], [2.7988, 0.9756, 0.9113], [-1.5590, -1.5416, -1.3556], [1.4574, -0.5352, 2.4181], [-2.7096, -1.7473, 0.6957], [-0.5912, -0.2099, 1.8053], [2.3933, -0.0707, -0.5057]], "smiles": "CCN/C(=N\\S)NN", "homo_energy_ha": -0.283, "relative_energy_kj_mol": 96.5}